[1]
A single C7H11NSe molecule in a non-equilibrium geometry, computed with ωB97M-V/def2-TZVPD.

Element x y z (Å)
C: -2.84 -0.49 1.27
Se: -2.24 0.60 -0.24
C: -0.34 -0.04 -0.32
C: -0.39 -1.47 -0.43
N: -0.46 -2.61 -0.49
C: 0.51 0.40 0.88
C: 1.95 0.32 0.36
C: 1.87 0.45 -1.18
C: 0.38 0.60 -1.52
H: -3.91 -0.31 1.38
H: -2.66 -1.54 1.04
H: -2.32 -0.19 2.17
H: 0.35 -0.23 1.75
H: 0.24 1.43 1.13
H: 2.39 -0.64 0.63
H: 2.56 1.11 0.80
H: 2.44 1.30 -1.54
H: 2.27 -0.45 -1.65
H: 0.10 1.65 -1.57
H: 0.11 0.12 -2.46

## Properties
Energy above the lowest of the compared OMol25 structures with the same formula, charge and spin (kJ/mol): 0.0
Frontier orbital gap (hartree): 0.34551
HOMO energy (eV): -8.741
SMILES: C[Se]C1(C#N)CCCC1
Total energy (eV): -74273.4156

These are the Löwdin partial charges, in e, on atoms 1 to 5: C -0.40; Se 0.98; C -0.71; C -0.29; N 0.19

***

[2]
A gas-phase ion, C7H11O (charge -1) in a non-equilibrium geometry, computed with ωB97M-V/def2-TZVPD.

Element x y z (Å)
C: 1.97 -1.16 -0.50
O: 1.65 -0.05 0.34
C: 0.79 -1.30 -1.47
C: 0.18 0.10 -1.61
C: 0.43 0.49 -0.05
C: -0.67 0.07 0.78
C: -1.63 1.18 1.03
C: -2.86 0.93 1.65
H: 2.99 -1.18 -0.87
H: 1.93 -2.00 0.23
H: 0.03 -2.02 -0.94
H: 1.29 -1.86 -2.31
H: -1.02 -0.02 -1.64
H: 0.60 0.77 -2.28
H: 0.45 1.71 0.01
H: -0.88 -0.82 1.17
H: -1.27 2.12 0.75
H: -3.18 0.07 2.17
H: -3.47 1.67 2.00

## Properties
Energy above the lowest of the compared OMol25 structures with the same formula, charge and spin (kJ/mol): 203.0
Total charge: -1
Frontier orbital gap (hartree): 0.17149
HOMO energy (eV): -0.784
Total energy (eV): -9480.9976

These are the Löwdin partial charges, in e, on atoms 1 to 5: C -0.23; O -0.14; C -0.22; C -0.12; C -0.46

***

[3]
A gas-phase ion, C7H11O (charge +1) in a non-equilibrium geometry, computed with ωB97M-V/def2-TZVPD.

Element x y z (Å)
C: -1.57 0.06 0.37
C: -0.56 -0.09 -0.53
C: 1.48 -0.25 -0.87
C: 0.36 0.65 -1.36
C: 0.58 2.09 -0.87
C: -1.41 -1.03 1.42
C: -0.10 -1.73 1.02
O: 0.16 -1.26 -0.32
H: 1.95 -0.98 -1.40
H: 2.08 -0.01 0.10
H: 0.11 0.56 -2.40
H: 1.04 2.08 0.13
H: -0.38 2.64 -1.00
H: 1.36 2.75 -1.44
H: -2.19 -1.72 1.49
H: -2.17 1.00 0.40
H: -1.26 -0.47 2.36
H: 0.58 -1.49 1.87
H: -0.06 -2.81 1.06

## Properties
Energy above the lowest of the compared OMol25 structures with the same formula, charge and spin (kJ/mol): 248.0
Total charge: +1
Frontier orbital gap (hartree): 0.34659
HOMO energy (eV): -13.710
Total energy (eV): -9474.0911

These are the Löwdin partial charges, in e, on atoms 1 to 5: C 0.07; C -0.25; C 0.23; C -0.26; C -0.03

***

[4]
A gas-phase ion, C7H11O4 (charge +1) in a non-equilibrium geometry, computed with ωB97M-V/def2-TZVPD.

Element x y z (Å)
C: -0.75 -0.74 0.53
C: -0.06 -0.03 1.75
C: -0.96 -2.21 1.02
C: -0.03 -0.34 -1.72
C: -2.10 -0.09 0.25
C: 1.03 -0.46 -2.71
C: 1.84 1.15 2.43
O: -0.59 0.00 2.81
O: -0.57 -3.17 0.47
O: 0.17 -0.74 -0.55
O: 1.08 0.49 1.39
H: -1.54 -2.21 1.96
H: -1.00 0.08 -2.02
H: -2.67 -0.65 -0.49
H: -1.99 0.94 -0.07
H: -2.67 -0.09 1.18
H: 1.02 0.38 -3.40
H: 0.84 -1.35 -3.32
H: 2.00 -0.58 -2.23
H: 1.26 1.97 2.85
H: 2.74 1.52 1.94
H: 2.09 0.44 3.21

## Properties
Energy above the lowest of the compared OMol25 structures with the same formula, charge and spin (kJ/mol): 25.8
Total charge: +1
Frontier orbital gap (hartree): 0.31585
HOMO energy (eV): -14.152
Total energy (eV): -15618.6945

These are the Löwdin partial charges, in e, on atoms 1 to 5: C -0.31; C -0.46; C -0.14; C 0.00; C 0.03

***

[5]
A single C7H12 molecule in a non-equilibrium geometry, computed with ωB97M-V/def2-TZVPD.

Element x y z (Å)
C: -1.46 1.20 1.20
C: -1.12 0.25 0.33
C: -2.17 -0.55 -0.40
C: 0.30 -0.19 0.20
C: 0.54 -1.66 -0.08
C: 1.29 0.69 0.02
C: 2.48 0.59 -0.90
H: -0.67 1.70 1.74
H: -2.46 1.58 1.36
H: -1.86 -0.71 -1.44
H: -3.15 -0.09 -0.33
H: -2.20 -1.57 -0.02
H: -0.26 -2.31 0.24
H: 1.51 -1.93 0.33
H: 0.63 -1.79 -1.16
H: 1.02 1.73 0.20
H: 3.33 1.19 -0.60
H: 2.19 0.88 -1.91
H: 2.82 -0.45 -0.86

## Properties
Energy above the lowest of the compared OMol25 structures with the same formula, charge and spin (kJ/mol): 132.5
Frontier orbital gap (hartree): 0.33972
HOMO energy (eV): -8.234
SMILES: C=C(C)/C(C)=C/C
Total energy (eV): -7452.0580

These are the Löwdin partial charges, in e, on atoms 1 to 5: C 0.04; C -0.33; C -0.06; C -0.27; C -0.05

***

[6]
2 unconnected molecules or ions with the total composition C7H12 in a non-equilibrium geometry, computed with ωB97M-V/def2-TZVPD.

Element x y z (Å)
C: -2.81 0.64 0.32
C: -2.10 -0.07 -0.79
C: -0.63 -0.06 -0.37
C: 0.34 -0.74 -1.30
C: 1.65 -0.59 -0.65
C: 2.51 -0.32 0.15
C: 3.37 0.10 1.25
H: -3.37 0.02 1.02
H: -1.09 1.13 1.65
H: -3.35 1.55 0.03
H: -2.42 -1.12 -0.91
H: -2.21 0.41 -1.77
H: -0.61 -0.51 0.63
H: -0.37 0.99 -0.21
H: 0.07 -1.80 -1.42
H: 0.31 -0.27 -2.28
H: 2.72 0.54 2.02
H: 4.09 0.86 0.94
H: 3.91 -0.74 1.69

## Properties
Energy above the lowest of the compared OMol25 structures with the same formula, charge and spin (kJ/mol): 573.5
Frontier orbital gap (alpha / beta) (hartree): 0.31770 / 0.34480
HOMO energy (alpha / beta) (eV): -8.726 / -9.194
Total energy (eV): -7447.4877

These are the Löwdin partial charges, in e, on atoms 1 to 5: C -0.02; C -0.29; C -0.33; C -0.21; C -0.05

***

[7]
A single C7H12 molecule in a non-equilibrium geometry, computed with ωB97M-V/def2-TZVPD.

Element x y z (Å)
C: -2.46 -0.02 -0.28
C: -1.04 0.25 0.40
C: 0.05 1.22 -0.12
C: 1.38 0.67 0.37
C: 2.25 -0.33 -0.21
C: 0.85 -0.68 -0.33
C: -0.44 -1.09 0.35
H: -2.99 -0.96 0.15
H: -2.52 -0.16 -1.30
H: -3.12 0.80 -0.50
H: -1.24 0.65 1.49
H: 0.03 2.44 -0.03
H: 0.17 1.11 -1.27
H: 1.06 0.40 1.48
H: 2.87 -0.12 -1.29
H: 2.94 -0.61 0.50
H: 0.57 -0.74 -1.31
H: -0.35 -1.27 1.31
H: -0.99 -1.71 -0.24

## Properties
Energy above the lowest of the compared OMol25 structures with the same formula, charge and spin (kJ/mol): 675.3
Frontier orbital gap (hartree): 0.32984
HOMO energy (eV): -7.914
SMILES: CC1C[C@@H]2C[C@H]2C1
Total energy (eV): -7446.4323

These are the Löwdin partial charges, in e, on atoms 1 to 5: C -0.07; C -0.33; C -0.21; C -0.17; C -0.12

***

[8]
A single C7H12 molecule in a non-equilibrium geometry, computed with ωB97M-V/def2-TZVPD.

Element x y z (Å)
C: 0.78 -1.12 -2.41
C: 0.37 -0.08 -1.24
C: -1.00 -0.13 -0.42
C: -0.28 0.33 0.87
C: -0.58 1.54 1.71
C: -0.71 0.17 2.31
C: 1.06 -0.05 0.21
H: 0.27 -0.93 -3.39
H: 0.58 -2.15 -2.15
H: 1.86 -1.04 -2.70
H: 0.55 0.73 -1.93
H: -1.88 0.45 -0.71
H: -1.29 -1.18 -0.29
H: -1.50 2.10 1.54
H: 0.24 2.17 2.06
H: -1.71 -0.20 2.54
H: 0.02 -0.13 3.06
H: 1.30 -1.08 0.49
H: 1.91 0.60 0.44

## Properties
Energy above the lowest of the compared OMol25 structures with the same formula, charge and spin (kJ/mol): 199.6
Frontier orbital gap (hartree): 0.39979
HOMO energy (eV): -9.768
SMILES: CC1CC2(CC2)C1
Total energy (eV): -7451.3631

These are the Löwdin partial charges, in e, on atoms 1 to 5: C -0.08; C -0.26; C -0.08; C -0.42; C -0.10

***

[9]
2 unconnected molecules or ions with the total composition C7H12, computed with ωB97M-V/def2-TZVPD.

Element x y z (Å)
C: 1.46 -1.83 -1.95
C: 0.01 -1.60 -2.02
C: -0.76 -0.45 0.16
C: -0.51 0.77 0.96
C: -1.34 1.84 1.57
C: -0.30 1.08 2.39
C: 0.32 0.60 -0.24
H: 1.55 -2.39 -2.91
H: 1.77 -2.52 -1.17
H: 2.17 -0.99 -2.02
H: -0.14 -0.68 -2.63
H: -1.69 -0.49 -0.41
H: -0.44 -1.40 0.58
H: -2.39 1.63 1.76
H: -1.12 2.87 1.31
H: -0.67 0.38 3.13
H: 0.60 1.61 2.68
H: 1.36 0.32 -0.11
H: 0.12 1.23 -1.10

## Properties
Energy above the lowest of the compared OMol25 structures with the same formula, charge and spin (kJ/mol): 579.1
Frontier orbital gap (hartree): 0.32240
HOMO energy (eV): -8.258
Total energy (eV): -7447.4290

These are the Löwdin partial charges, in e, on atoms 1 to 5: C -0.26; C 0.03; C -0.11; C -0.46; C -0.08

***

[10]
A molecular structure, C7H12, computed with ωB97M-V/def2-TZVPD.

Element x y z (Å)
C: -2.17 -0.21 -0.35
C: -1.06 0.67 0.19
C: -0.09 -0.14 1.15
C: 1.35 0.35 0.79
C: 2.40 -0.74 0.65
C: 0.78 0.94 -0.43
C: -0.24 1.40 -1.00
H: -1.77 -1.05 -0.93
H: -2.75 -0.63 0.48
H: -2.85 0.35 -1.00
H: -1.50 1.51 0.74
H: -0.34 0.00 2.21
H: -0.16 -1.21 0.92
H: 1.69 1.13 1.48
H: 2.06 -1.54 -0.02
H: 2.60 -1.18 1.64
H: 3.34 -0.34 0.27
H: -0.45 0.58 -3.18
H: -0.91 0.33 -3.71

## Properties
Energy above the lowest of the compared OMol25 structures with the same formula, charge and spin (kJ/mol): 493.4
Frontier orbital gap (hartree): 0.36214
HOMO energy (eV): -9.205
Total energy (eV): -7448.3172

These are the Löwdin partial charges, in e, on atoms 1 to 5: C -0.09; C -0.37; C -0.11; C -0.33; C -0.07